Computed, not measured: a cluster of 2 separate species, C5H12O2 in total, with ωB97M-V with the def2-TZVPD basis set.

Each line ends with the Mulliken charge.
Geometry (Å):
C: -1.402 -1.528 -1.228  -1.167
C: -0.086 -1.423 -0.514  0.169
C: 0.275 -0.579 0.457  0.009
O: 1.591 -0.644 0.869  -0.508
C: -0.573 0.425 1.191  -0.620
C: -0.044 1.866 1.145  -1.128
H: -2.053 -0.664 -1.061  0.325
H: -1.223 -1.597 -2.308  0.322
H: -1.958 -2.430 -0.945  0.320
H: 0.694 -2.108 -0.844  0.415
H: 1.779 0.102 1.453  0.282
H: -0.634 0.101 2.240  0.254
H: -1.594 0.395 0.802  0.269
H: 0.931 1.975 1.638  0.367
H: 0.075 2.219 0.116  0.298
H: -0.732 2.535 1.671  0.350
O: 1.846 0.744 -1.768  -0.645
H: 0.914 0.498 -1.794  0.322
H: 2.193 0.113 -1.121  0.367

total energy	-9474.1357	eV
spin multiplicity	1
SMILES	C/C=C(/O)CC.O
gap between HOMO and LUMO	9.542	eV
LUMO	0.8	eV

---

Computed, not measured: a cluster of 2 separate species, C2H5NO in total at a distorted geometry, with ωB97M-V with the def2-TZVPD basis set.

Each line ends with the Mulliken spin population.
Geometry (Å):
C: 0.209 -0.129 0.354  0.849
C: -0.872 0.077 -0.622  -0.004
N: 1.410 0.402 0.789  -0.012
O: 1.270 -0.953 0.161  0.112
H: -0.536 -0.829 2.194  0.935
H: -0.521 0.008 -1.742  0.061
H: -1.345 1.139 -0.520  -0.002
H: -1.511 -0.705 -0.661  0.026
H: 1.896 0.991 0.046  0.034

total energy	-5684.2893	eV
spin multiplicity	3
gap between HOMO and LUMO (spin up / spin down)	8.147 / 9.385	eV
LUMO (spin up / spin down)	1.1 / -1.0	eV

---

Computed, not measured: a cluster of 2 separate species, C4H12 in total at a distorted geometry, with ωB97M-V with the def2-TZVPD basis set.

Each line ends with the Mulliken charge.
Geometry (Å):
C: -0.291 -2.185 -0.555  -0.789
C: -0.920 -0.990 -1.329  -0.869
H: 0.742 -2.486 -0.660  0.303
H: -0.478 -1.863 0.482  0.224
H: -0.823 -3.113 -0.838  0.294
H: -2.007 -1.031 -0.998  0.236
H: -0.952 -1.146 -2.400  0.364
H: -0.333 -0.099 -1.219  0.269
C: 0.000 1.219 1.115  -0.253
C: 1.261 2.009 0.720  -0.932
H: 0.233 0.725 2.050  0.253
H: -0.851 1.790 1.429  0.380
H: -0.300 0.495 0.357  -0.359
H: 0.930 3.010 0.461  0.233
H: 2.009 2.125 1.496  0.322
H: 1.782 1.540 -0.112  0.325

total energy	-4341.7654	eV
spin multiplicity	1
SMILES	CC.CC
gap between HOMO and LUMO	12.646	eV
LUMO	1.2	eV

---

Computed, not measured: a structure of composition C33H39Cl3N3O4RbSeSi, with ωB97M-V with the def2-TZVPD basis set.

Each line ends with the Mulliken charge.
Geometry (Å):
Rb: 0.273 0.071 0.665  1.114
Cl: 3.947 3.399 7.262  -0.296
C: 3.002 3.027 5.828  0.548
C: 3.342 1.937 5.042  -0.765
C: 2.591 1.655 3.923  0.545
Cl: 3.034 0.281 2.945  -0.183
C: 1.449 2.412 3.491  -0.550
O: 0.766 2.134 2.476  -0.644
C: 1.185 3.520 4.364  0.551
Cl: -0.175 4.539 3.964  -0.259
C: 1.921 3.823 5.490  -0.732
H: 4.185 1.311 5.300  0.389
H: 1.650 4.674 6.099  0.392
C: 1.772 2.406 -4.588  -1.518
C: 1.599 1.066 -3.877  0.928
C: 1.986 1.127 -2.470  0.380
N: 2.306 1.159 -1.366  -0.613
H: 1.426 2.308 -5.616  0.384
H: 2.817 2.722 -4.590  0.416
H: 1.171 3.179 -4.106  0.230
H: 2.202 0.289 -4.352  0.312
H: 0.561 0.722 -3.947  -0.423
C: -2.669 -3.919 0.001  -1.060
N: -1.774 -2.983 0.635  0.554
C: -1.658 -2.829 1.963  0.547
N: -2.530 -3.588 2.749  -0.567
O: -0.870 -2.042 2.491  -0.626
H: -2.662 -3.717 -1.069  0.220
H: -3.692 -3.788 0.361  0.490
H: -2.366 -4.966 0.148  0.245
H: -0.979 -2.639 0.065  -0.100
H: -2.737 -4.513 2.403  0.232
H: -2.242 -3.571 3.715  0.297
Se: -1.937 0.479 -5.081  -0.522
C: -1.681 2.279 -4.504  -0.180
C: -1.650 3.329 -5.432  -0.411
C: -1.420 4.641 -5.045  -0.395
C: -1.208 4.956 -3.707  -0.447
C: -1.245 3.929 -2.769  -0.628
C: -1.481 2.618 -3.157  -0.007
H: -1.802 3.094 -6.479  0.351
H: -1.398 5.425 -5.795  0.313
H: -1.018 5.977 -3.401  0.353
H: -1.078 4.152 -1.721  0.377
H: -1.506 1.837 -2.405  0.354
O: -1.459 -0.572 -1.724  -0.670
H: -1.611 -0.412 -2.674  0.103
H: -0.766 -1.263 -1.658  0.497
C: -0.559 -4.002 -3.710  -1.534
C: 0.920 -3.808 -3.358  2.801
C: 1.766 -4.930 -3.966  -1.940
C: 1.375 -2.474 -3.968  -1.848
Si: 1.145 -3.619 -1.474  -0.435
O: 0.418 -2.327 -0.905  -1.212
C: 0.552 -5.171 -0.527  0.779
C: 0.075 -6.367 -1.066  -0.429
C: -0.397 -7.399 -0.259  -0.719
C: -0.409 -7.252 1.120  -0.588
C: 0.062 -6.070 1.684  -0.553
C: 0.535 -5.053 0.869  -0.236
C: 3.003 -3.545 -1.110  0.295
C: 3.586 -2.297 -0.881  -0.298
C: 4.939 -2.173 -0.587  -0.769
C: 5.739 -3.306 -0.519  -0.452
C: 5.180 -4.558 -0.742  -0.710
C: 3.826 -4.670 -1.031  -0.124
H: -0.689 -4.010 -4.800  0.516
H: -1.167 -3.181 -3.323  0.120
H: -0.967 -4.937 -3.318  0.250
H: 1.633 -4.954 -5.055  0.513
H: 1.501 -5.919 -3.582  0.259
H: 2.829 -4.775 -3.765  0.402
H: 1.269 -2.499 -5.060  0.477
H: 2.422 -2.259 -3.731  0.397
H: 0.763 -1.648 -3.603  -0.021
H: 0.055 -6.506 -2.139  0.044
H: -0.765 -8.313 -0.710  0.377
H: -0.782 -8.050 1.752  0.343
H: 0.057 -5.940 2.760  0.456
H: 0.878 -4.129 1.325  0.388
H: 2.967 -1.407 -0.925  0.384
H: 5.361 -1.193 -0.403  0.466
H: 6.793 -3.215 -0.284  0.350
H: 5.797 -5.447 -0.679  0.384
H: 3.398 -5.657 -1.182  0.344

total energy	-158969.0818	eV
spin multiplicity	1
total charge	-2
gap between HOMO and LUMO	5.618	eV
LUMO	3.7	eV

---

Computed, not measured: a cluster of 4 separate species, C20H25F3NO13P in total, with ωB97M-V with the def2-TZVPD basis set.

Each line ends with the Mulliken charge.
Geometry (Å):
C: -1.201 2.727 0.581  -1.188
C: -1.693 2.593 -0.873  -0.428
C: -0.639 2.080 -1.863  -0.907
C: 0.247 0.969 -1.285  -0.510
C: 0.728 -0.039 -2.358  -1.229
C: 1.069 -1.326 -1.674  0.413
C: 0.343 -2.457 -1.630  1.188
P: -1.266 -2.708 -2.420  1.046
N: -2.061 -3.837 -1.738  -0.716
O: -0.996 -2.904 -3.982  -0.550
O: -1.978 -1.274 -2.326  -0.441
C: 0.907 -3.597 -0.827  -0.450
O: 0.832 -4.752 -1.153  -0.554
C: 1.650 -3.176 0.401  -0.466
C: 2.363 -2.057 0.376  -0.535
C: 2.372 -1.303 -0.905  -0.235
O: 3.349 -0.738 -1.335  -0.571
H: -1.571 1.924 1.222  0.258
H: -0.113 2.746 0.662  0.267
H: -1.564 3.660 1.018  0.342
H: -2.559 1.923 -0.882  0.300
H: -2.025 3.576 -1.197  0.441
H: -1.152 1.693 -2.747  0.406
H: -0.015 2.925 -2.167  0.356
H: -0.344 0.403 -0.555  0.404
H: 1.121 1.369 -0.766  0.520
H: 1.635 0.342 -2.835  0.506
H: -0.052 -0.168 -3.103  0.402
H: -2.326 -4.595 -2.353  0.241
H: -0.325 -2.316 -4.349  0.377
H: -2.278 -1.111 -1.417  0.330
H: 1.578 -3.788 1.292  0.598
H: 2.922 -1.683 1.226  0.622
O: -1.504 -1.584 1.182  -0.393
C: -2.684 -1.551 1.270  0.460
O: -3.421 -2.037 2.285  -0.372
C: -4.791 -1.697 2.051  -0.528
C: -4.814 -1.474 0.550  0.257
F: -5.688 -0.508 0.187  -0.284
O: -3.492 -1.029 0.302  -0.265
H: -5.032 -0.772 2.576  0.299
H: -5.440 -2.498 2.388  0.281
H: -5.003 -2.367 -0.047  0.346
O: 6.215 -7.034 3.713  -0.485
C: 5.887 -6.034 3.177  0.594
O: 5.522 -5.925 1.876  -0.345
C: 5.051 -4.597 1.650  -0.148
C: 5.721 -3.830 2.770  0.303
F: 4.957 -2.801 3.217  -0.270
O: 5.830 -4.808 3.780  -0.319
H: 3.966 -4.571 1.751  0.085
H: 5.333 -4.255 0.658  0.305
H: 6.715 -3.448 2.533  0.274
O: -1.138 5.559 -1.315  -0.436
C: -1.070 6.524 -0.633  0.605
O: -1.066 6.520 0.721  -0.264
C: -0.817 7.851 1.177  -0.418
C: -1.250 8.678 -0.018  0.276
F: -0.510 9.801 -0.164  -0.284
O: -0.994 7.802 -1.097  -0.329
H: 0.250 7.981 1.364  0.277
H: -1.382 8.052 2.083  0.261
H: -2.307 8.952 -0.025  0.282

total energy	-66695.0223	eV
spin multiplicity	1
SMILES	CCCCCC1=C(P(=N)(O)O)C(=O)C=CC1=O.O=C1OC[C@@H](F)O1.O=C1OC[C@@H](F)O1.O=C1OC[C@@H](F)O1
gap between HOMO and LUMO	8.061	eV
LUMO	-0.9	eV

---

Energy relative to the best compared isomer or geometry (same formula, charge and spin) (computed, eV): 1.000; 3.395; 0.763; 0.000; 0.000